No. 1
A molecular structure, C5H8N2O2. Source: the OMol25 dataset; level of theory: the ωB97M-V functional and the def2-TZVPD basis.

E_LUMO (eV): 0.455
Spin multiplicity: 1

CARTESIAN COORDINATES (ANGSTROEM)
1 C -1.3322 -0.7496 0.8262
2 C 0.2525 -0.6150 0.8672
3 C 1.0523 0.7202 0.4744
4 C 1.4822 0.5649 -1.0045
5 C -0.6219 -0.6479 -0.5451
6 H -2.9954 0.4825 0.8597
7 H -1.5488 1.3487 1.9259
8 H -1.9889 -1.7130 1.3326
9 H 0.7604 -1.6467 0.9286
10 H 2.1119 0.7853 1.0330
11 H 0.4831 1.6086 0.4092
12 H 1.8382 -0.4995 -2.7101
13 H -0.9412 0.3784 -1.0564
14 N -2.0519 0.3727 1.3200
15 N 0.8774 -0.1192 -1.8622
16 O 2.5548 1.0213 -1.3018
17 O 0.0675 -1.2917 -1.4967

natural (NBO) atomic charge list, values in e, 4 entries: -0.023 -0.306 -0.474 0.597



No. 2
3 unconnected molecules or ions with the total composition C6H14N3O6. Source: the OMol25 dataset; level of theory: the ωB97M-V functional and the def2-TZVPD basis.

Net charge: -1
E_LUMO (eV): 2.074
Spin multiplicity: 1

CARTESIAN COORDINATES (ANGSTROEM)
1 N 1.1511 0.4587 0.6066
2 C 1.0261 0.7414 -0.8310
3 C -0.4950 0.5673 -1.2414
4 C -1.4275 1.5210 -0.3742
5 C -2.6033 0.6438 0.2213
6 O -2.6639 0.5218 1.4596
7 O -3.4283 0.1237 -0.6073
8 H 1.2453 -0.5304 0.8104
9 H 1.8587 1.0232 1.0644
10 H 1.6109 0.0563 -1.4919
11 H 1.3292 1.7771 -1.0713
12 H -0.6212 0.8726 -2.3097
13 H -0.8429 -0.4841 -1.0940
14 H -0.8764 1.9980 0.4699
15 H -1.8738 2.3278 -1.0084
16 C 4.8859 0.5848 -2.9540
17 N 3.9236 1.4279 -2.1959
18 O 4.3314 1.9770 -1.1867
19 O 2.7993 1.5053 -2.6388
20 H 5.8450 0.6069 -2.4453
21 H 4.4853 -0.4261 -2.9807
22 H 4.9689 1.0020 -3.9546
23 C -3.6187 -2.0665 3.0490
24 N -3.3930 -3.3157 3.8292
25 O -3.8537 -4.3526 3.3847
26 O -2.7592 -3.2153 4.8647
27 H -4.1920 -2.3073 2.1600
28 H -4.1662 -1.3769 3.6859
29 H -2.6457 -1.6619 2.7794

natural (NBO) atomic charge list, values in e, 4 entries: -0.855 -0.215 -0.399 -0.523



No. 3
A gas-phase ion, C4H8NO (charge +1). Source: the OMol25 dataset; level of theory: the ωB97M-V functional and the def2-TZVPD basis.

Net charge: +1
Structure (SMILES): C/C=C/[N+](C)=O
E_LUMO (eV): -5.619
Spin multiplicity: 1

CARTESIAN COORDINATES (ANGSTROEM)
1 C 1.5397 0.3277 -1.4966
2 C 1.2819 0.1052 -0.0904
3 C 0.0583 0.5908 0.6143
4 N -0.6689 -0.4640 0.6438
5 C -1.9670 -0.7172 1.1767
6 O -0.0251 -1.4459 0.0512
7 H 2.0507 -0.5334 -1.9380
8 H 2.2589 1.1547 -1.5919
9 H 0.6464 0.5792 -2.0674
10 H 2.0815 -0.2796 0.5439
11 H -0.1579 1.5545 1.0381
12 H -2.6618 0.0749 0.9028
13 H -1.9306 -0.7779 2.2669
14 H -2.3140 -1.6737 0.7789

natural (NBO) atomic charge list, values in e, 4 entries: -0.719 0.256 0.017 0.122



No. 4
2 unconnected molecules or ions with the total composition C3H4Br2O. Source: the OMol25 dataset; level of theory: the ωB97M-V functional and the def2-TZVPD basis.

E_LUMO (alpha / beta) (eV): 0.584 / -3.083
Spin multiplicity: 3

CARTESIAN COORDINATES (ANGSTROEM)
1 C -0.8670 0.9950 0.3093
2 C 0.2686 0.1422 0.2703
3 C 0.6564 -1.1170 -0.6127
4 O 0.2811 1.4951 -0.1828
5 Br -2.2735 1.0224 -1.0050
6 Br 1.0842 0.0977 2.0145
7 H -1.5228 1.7032 1.7608
8 H 0.9442 -2.0135 0.0466
9 H 1.5513 -0.8937 -1.2161
10 H -0.1226 -1.4313 -1.3848

natural (NBO) atomic charge list, values in e, 4 entries: 0.148 0.096 -0.662 -0.422



Asked for molar mass across the records above, the calculation gives 128.13 224.19 86.11 215.87 g mol⁻¹ in order.
Asked for F_max across the records above, the calculation gives 11.39 1.85 2.67 4.01 eV/Å in order.